ORCA calculation (ωB97M-V/def2-TZVPD) on the molecule C32H30N2O6 in a non-equilibrium geometry.

Total energy, a.u.: -1798.35037
SMILES string: COc1ccc([C@H]2[C@H](C(=O)OC(C)(C)C)N3N=Cc4ccccc4[C@H]3C23C(=O)c2ccccc2C3=O)cc1OC
Orbital gap, eV: 7.1

Positions of all 70 atoms, in Å:
C  3.361  3.017  -4.183
O  2.406  3.331  -3.195
C  1.969  2.403  -2.301
C  1.068  2.900  -1.364
C  0.484  2.098  -0.404
C  0.812  0.753  -0.343
C  0.102  -0.228  0.547
C  -0.383  0.282  1.929
C  0.400  -0.464  3.016
O  0.131  -1.577  3.381
O  1.401  0.290  3.436
C  2.345  -0.188  4.435
C  3.318  0.978  4.612
C  3.075  -1.424  3.910
C  1.615  -0.487  5.743
N  -1.786  -0.037  2.006
N  -2.609  0.905  2.427
C  -3.859  0.838  2.155
C  -4.436  -0.157  1.280
C  -5.790  -0.177  0.954
C  -6.281  -1.116  0.068
C  -5.426  -2.041  -0.510
C  -4.077  -2.028  -0.198
C  -3.579  -1.100  0.699
C  -2.115  -1.072  1.039
C  -1.198  -0.731  -0.161
C  -0.826  -1.863  -1.102
O  -0.579  -3.001  -0.788
C  -0.763  -1.270  -2.453
C  -0.241  -1.809  -3.617
C  -0.200  -1.008  -4.749
C  -0.682  0.295  -4.720
C  -1.230  0.830  -3.563
C  -1.262  0.037  -2.431
C  -1.747  0.365  -1.075
O  -2.464  1.277  -0.755
C  1.736  0.252  -1.255
C  2.314  1.039  -2.239
O  3.193  0.539  -3.169
C  3.508  -0.831  -3.136
H  4.297  2.666  -3.745
H  2.987  2.268  -4.884
H  3.537  3.954  -4.712
H  0.821  3.947  -1.427
H  -0.241  2.527  0.269
H  0.741  -1.105  0.706
H  -0.233  1.354  2.068
H  2.782  1.860  4.951
H  4.077  0.721  5.344
H  3.799  1.209  3.665
H  3.843  -1.723  4.617
H  3.544  -1.202  2.953
H  2.379  -2.248  3.779
H  2.337  -0.745  6.513
H  0.927  -1.318  5.611
H  1.053  0.386  6.064
H  -4.481  1.607  2.585
H  -6.449  0.555  1.398
H  -7.333  -1.127  -0.180
H  -5.810  -2.775  -1.203
H  -3.409  -2.751  -0.646
H  -1.785  -2.045  1.438
H  0.131  -2.823  -3.629
H  0.214  -1.401  -5.666
H  -0.630  0.898  -5.614
H  -1.606  1.840  -3.531
H  1.987  -0.796  -1.199
H  4.191  -0.988  -3.969
H  4.008  -1.110  -2.203
H  2.617  -1.453  -3.274

Atoms 1-3, force components in eV/Å:
C 0.32 0.02 -0.38
O -0.21 -0.06 0.26
C -0.12 0.01 0.11